ORCA calculation (the ωB97M-V functional and the def2-TZVPD basis) on C33H19Cl2F2FeIN2OS as an isolated structure.

- Charge: -1
- HOMO (alpha / beta): -2.49 / -4.89 eV
- ⟨S²⟩: 8.780
- Multiplicity: 6
- DFT total energy: -123363.4625 eV
- Orbital gap (alpha / beta): 4.99 / 7.32 eV

Element x y z (Å)
1 I 2.179 -1.572 1.547
2 Fe 0.151 -0.265 -0.452
3 Cl -4.866 1.227 -5.150
4 Cl -1.999 -3.162 -3.928
5 S -1.996 2.645 2.481
6 F -0.806 -2.597 0.740
7 F -1.235 -1.382 2.524
8 O -0.585 -1.318 -2.019
9 N -1.066 1.256 -1.657
10 N -0.361 1.053 1.206
11 C 1.719 4.215 2.957
12 C -4.502 -0.817 -0.853
13 C -3.576 0.489 -4.232
14 C -3.289 -0.833 -4.414
15 C 1.794 2.204 1.607
16 C -1.814 0.616 -2.585
17 C 2.428 3.277 2.208
18 C 0.343 4.090 3.097
19 C 3.125 1.223 -3.222
20 C -2.520 -0.925 0.560
21 C 2.012 0.768 -2.482
22 C 2.102 0.175 -1.236
23 C -2.271 -1.463 -3.684
24 C 4.573 0.488 -1.454
25 C -2.717 0.443 0.946
26 C 3.437 -0.004 -0.742
27 C -2.276 3.257 -2.090
28 C -1.502 -0.790 -2.739
29 C -0.293 3.014 2.500
30 C -1.287 2.523 -1.411
31 C 6.091 -0.273 0.270
32 C 3.734 -0.682 0.478
33 C -3.413 -1.496 -0.364
34 C -3.931 1.070 0.542
35 C -1.818 -1.926 1.420
36 C 0.413 2.044 1.762
37 C 5.879 0.351 -0.921
38 C 4.998 -0.813 0.978
39 C -2.838 1.263 -3.305
40 C -4.786 0.470 -0.339
41 C -3.048 2.630 -3.027
42 C -1.672 1.223 1.489
43 C 4.382 1.108 -2.711
44 H -3.830 3.162 -3.554
45 H -3.860 -1.419 -5.122
46 H -3.228 -2.516 -0.689
47 H 3.498 3.389 2.084
48 H 1.034 0.909 -2.928
49 H -5.147 -1.269 -1.594
50 H 7.091 -0.374 0.674
51 H -2.483 -2.719 1.770
52 H 2.235 5.046 3.420
53 H 5.248 1.474 -3.251
54 H -0.670 2.988 -0.649
55 H -2.422 4.302 -1.851
56 H -4.122 2.088 0.863
57 H 6.712 0.753 -1.489
58 H 2.349 1.501 1.005
59 H -0.224 4.822 3.659
60 H -5.668 1.002 -0.675
61 H 5.164 -1.339 1.909
62 H 2.973 1.680 -4.194

Löwdin atomic charge list, values in e, 8 entries: atom 1 (I): 1.081, atom 2 (Fe): 0.697, atom 3 (Cl): 0.641, atom 4 (Cl): 0.667, atom 5 (S): 1.052, atom 6 (F): -0.048, atom 7 (F): 0.030, atom 8 (O): -0.142